Entry 1:
Computed, not measured: a structure of composition C6H15AlO4P at a distorted geometry, with ωB97M-V/def2-TZVPD.

Cartesian coordinates (Å):
Al  3.2354  -4.2477  -0.9235
C  0.3323  2.7918  -2.0557
C  0.7705  1.8727  -0.8397
O  1.2973  0.6578  -1.2366
P  0.5971  -0.7129  -0.6840
O  1.5027  -1.8695  -0.9480
O  -0.8436  -0.6946  -1.4749
C  -1.8048  -1.7539  -1.2162
C  -2.6727  -1.5298  -0.0229
O  0.2467  -0.4662  0.9238
C  1.3101  -0.1936  1.8445
C  0.7602  0.6453  3.0381
H  -0.3967  2.3134  -2.7098
H  -0.1343  3.7279  -1.7490
H  1.1296  2.9657  -2.7783
H  1.5124  2.2843  -0.1555
H  -0.0413  1.7929  -0.1168
H  -2.3735  -1.8171  -2.1440
H  -1.3146  -2.7267  -1.1760
H  -3.4107  -2.3320  -0.0260
H  -2.1312  -1.8055  0.8821
H  -3.1922  -0.5752  0.0605
H  1.6233  -1.1514  2.2601
H  2.2083  0.2353  1.4002
H  -0.1776  0.1392  3.2673
H  1.3450  0.8012  3.9446
H  0.6224  1.6488  2.6356

Values from the calculation:
HOMO level (alpha / beta): -0.662 / -0.656 hartree
HOMO-LUMO gap (alpha / beta): 10.5 / 4.6 eV
expectation value of S²: 0.755
DFT total energy: -1121.69433 Eh
molecular weight: 209.14 g/mol
charge: +2
multiplicity: 2



Entry 2:
Computed, not measured: a structure of composition C6H15BF4KN at a distorted geometry, with ωB97M-V/def2-TZVPD.

Cartesian coordinates (Å):
K  -0.0072  -0.6418  1.7525
B  1.6034  0.4362  2.4253
F  2.7245  1.2652  2.6405
F  0.6607  1.2092  1.7275
F  1.9798  -0.7064  1.6630
F  1.0086  0.0209  3.6461
C  -2.6525  0.0388  0.6425
C  -1.8468  -0.5050  -0.5205
N  -0.3975  -0.4362  -0.2425
C  0.3285  -1.2960  -1.2034
C  1.7960  -1.5135  -0.8269
C  0.0915  0.9689  -0.1827
C  0.1132  1.7011  -1.5671
H  -2.8326  1.1139  0.6475
H  -2.2558  -0.2206  1.6240
H  -3.6785  -0.3252  0.5884
H  -2.2701  -1.5029  -0.6351
H  -2.0596  0.0303  -1.4458
H  -0.1478  -2.2746  -1.2641
H  0.2499  -0.9240  -2.2249
H  2.3788  -0.5940  -0.8808
H  1.8958  -1.9193  0.1798
H  2.2577  -2.1648  -1.5690
H  1.1108  0.9695  0.2036
H  -0.4645  1.5525  0.5511
H  -0.8821  1.8494  -1.9859
H  0.7736  1.1594  -2.2443
H  0.5222  2.7091  -1.4988

Values from the calculation:
HOMO level: -0.327 hartree
energy above the lowest of the compared OMol25 structures with the same formula, charge and spin: 175.1 kcal per mole
HOMO-LUMO gap: 8.9 eV
DFT total energy: -1316.61671 Eh
molecular weight: 227.10 g/mol
charge: 0
multiplicity: 1



Entry 3:
Computed, not measured: a structure of composition C6H15BeN6O12 at a distorted geometry, with ωB97M-V/def2-TZVPD.

Cartesian coordinates (Å):
Be  34.7308  -4.8644  21.1099
O  29.6550  -3.4944  21.1717
C  30.8468  -3.9499  20.8823
O  31.7366  -3.2189  20.4435
O  31.2092  -5.1074  21.0802
H  29.1409  -4.2832  21.3590
O  38.6008  -8.7830  21.2579
C  38.7713  -7.4643  21.4332
O  37.9428  -6.6740  21.0338
O  39.7108  -7.1088  22.0970
H  39.4725  -9.0260  21.5783
O  35.9273  -2.1687  25.5908
C  35.6410  -2.8561  24.5488
O  36.1168  -2.4516  23.4832
O  34.9697  -3.9079  24.6789
H  36.3576  -1.5523  24.9938
C  35.5538  -1.4340  17.8711
O  35.7497  -2.3972  18.5969
N  35.2960  -0.2643  18.3890
N  35.6552  -1.3760  16.5973
H  34.9597  -0.4867  19.3150
H  35.9638  0.4685  18.1964
H  35.3512  -0.5564  16.0915
H  35.7518  -2.2275  16.0627
C  33.3028  -7.6152  17.0472
O  34.0229  -6.8714  17.6972
N  33.7332  -8.3950  16.1864
N  32.0004  -7.6297  17.0507
H  34.7314  -8.4733  16.0543
H  32.9935  -8.9246  15.7477
H  31.5946  -8.2607  16.3745
H  31.6117  -6.9837  17.7229
C  34.0371  -9.6107  21.9351
O  34.4023  -8.4717  22.2341
N  34.9231  -10.6000  21.8988
N  32.8534  -9.9908  21.6527
H  34.7824  -11.5881  21.7440
H  35.8876  -10.3062  21.9571
H  32.6593  -10.9280  21.3301
H  32.3003  -9.1618  21.4890

Values from the calculation:
HOMO level: -0.185 hartree
energy above the lowest of the compared OMol25 structures with the same formula, charge and spin: 248.1 kcal per mole
HOMO-LUMO gap: 3.1 eV
DFT total energy: -1483.63754 Eh
molecular weight: 372.23 g/mol
charge: -1
multiplicity: 1